{
  "formula": "C4H13N3",
  "method": "ωB97M-V/def2-TZVPD",
  "elements": ["C", "C", "C", "C", "N", "N", "N", "H", "H", "H", "H", "H", "H", "H", "H", "H", "H", "H", "H", "H"],
  "coordinates": [[-0.665, -0.956, 0.299], [0.644, -0.299, 0.211], [-0.772, 2.171, -0.720], [1.401, -0.579, -1.086], [-0.973, -1.688, 1.393], [-1.549, -0.521, -0.583], [1.434, -0.486, 1.423], [0.233, 0.841, 0.020], [-1.934, -1.891, 1.622], [-0.229, -1.758, 2.075], [-2.501, -0.852, -0.476], [-1.367, 0.688, -0.733], [1.571, 0.397, 1.901], [2.349, -0.879, 1.231], [-1.164, 2.674, 0.167], [-1.438, 2.422, -1.552], [0.177, 2.648, -0.972], [1.834, -1.583, -1.076], [0.738, -0.493, -1.944], [2.211, 0.144, -1.200]],
  "e_tot_ha": -324.378220,
  "homo_energy_ev": -7.04,
  "spin_multiplicity": 1,
  "gap_ev": 7.86
}